(1)
Below is an isolated molecule of N2O3 at a distorted geometry, with properties calculated with ωB97M-V/def2-TZVPD.

Geometry as XYZ:
```
5
Properties=species:S:1:pos:R:3:forces:R:3
N 0.38723 -0.56944 -0.85577 0.04 -0.63 -2.79
N 0.10028 0.10840 0.56755 -2.83 1.20 -1.56
O -0.92547 0.71895 0.45548 -0.01 0.61 1.58
O -0.38917 -0.16012 -1.62381 1.49 -0.78 1.44
O 0.82712 -0.09778 1.45654 1.30 -0.39 1.32
```
Positions in Å, forces in eV/Å.

Properties
net charge: 0
HOMO energy: -10.64 eV
SMILES string: O=N[N+](=O)[O-]

Results of the Mulliken charge analysis, in e, for atoms 1 through 2: 0.20, 0.98

***

(2)
Below is a cluster of 2 separate species, N2O3S in total at a distorted geometry, with properties calculated with ωB97M-V/def2-TZVPD.

Geometry as XYZ:
```
6
Properties=species:S:1:pos:R:3:forces:R:3
N -1.07692 -0.10896 0.38707 -0.19 -0.57 -2.39
N 0.42089 -0.84977 -0.61655 -3.33 0.28 -0.40
O 1.34795 -0.96196 0.39382 1.85 -0.52 1.98
O -1.77308 0.28603 -0.41676 0.08 -0.24 1.23
O 0.59896 1.56257 0.39900 0.20 -0.42 0.04
S 1.31106 0.50988 -0.30824 1.39 1.47 -0.46
```
Positions in Å, forces in eV/Å.

Properties
net charge: 0
HOMO energy: -9.34 eV

Results of the Mulliken charge analysis, in e, for atoms 1 through 2: 0.29, -0.11

***

(3)
Below is a cluster of 2 separate species, N2O5S in total at a distorted geometry, with properties calculated with ωB97M-V/def2-TZVPD.

Geometry as XYZ:
```
8
Properties=species:S:1:pos:R:3:forces:R:3
N 2.62922 -0.05958 0.03346 -1.45 -4.23 -4.46
N -1.25000 -0.54881 -0.20673 2.94 -0.54 0.47
O -0.23051 0.12030 -0.12885 -0.83 -0.82 -0.31
O 2.57891 0.85439 -0.66166 0.45 3.98 -0.22
O -1.35356 -1.76139 -0.29896 -0.10 0.65 -0.20
O -2.43994 1.67243 0.23183 0.28 0.81 0.10
O 2.80502 -0.55670 1.04470 1.06 0.25 4.65
S -2.73914 0.27936 -0.01379 -2.35 -0.10 -0.04
```
Positions in Å, forces in eV/Å.

Properties
net charge: 0
HOMO energy (spin up / spin down): -8.37 / -11.74 eV
<S²>: 2.0095
multiplicity: 3

Results of the Mulliken charge analysis, in e, for atoms 1 through 2: 0.87, 0.90

***

(4)
Below is a structure of composition N2P2S at a distorted geometry, with properties calculated with ωB97M-V/def2-TZVPD.

Geometry as XYZ:
```
5
Properties=species:S:1:pos:R:3:forces:R:3
N 1.58623 -1.35296 -0.14664 0.57 -0.37 0.12
N -0.21935 0.84000 1.01124 0.60 -0.46 -0.44
P -1.73564 -0.03590 -1.41207 0.54 1.12 1.28
P 0.57079 -0.39506 0.30952 -1.99 1.39 -0.18
S -1.48881 1.34016 0.00099 0.29 -1.69 -0.79
```
Positions in Å, forces in eV/Å.

Properties
net charge: 0
HOMO energy: -9.12 eV

Results of the Mulliken charge analysis, in e, for atoms 1 through 2: -0.41, -0.35

***

(5)
Below is a cluster of 2 separate species, N4S in total at a distorted geometry, with properties calculated with ωB97M-V/def2-TZVPD.

Geometry as XYZ:
```
5
Properties=species:S:1:pos:R:3:forces:R:3
N 1.68114 -0.17954 0.13313 1.36 -0.82 0.12
N -0.30768 -1.18122 -0.42976 -1.56 0.46 -0.06
N 1.52238 0.88281 0.26583 0.00 1.51 0.24
N -0.98610 -0.31905 -0.16944 2.45 -4.28 -1.29
S -1.90974 0.79700 0.20025 -2.26 3.13 0.98
```
Positions in Å, forces in eV/Å.

Properties
net charge: 0
HOMO energy: -10.10 eV
SMILES string: N#[N+][S-].N#N

Results of the Mulliken charge analysis, in e, for atoms 1 through 2: 0.01, -0.20

***

(6)
Below is a structure of composition NO3Rb at a distorted geometry, with properties calculated with ωB97M-V/def2-TZVPD.

Geometry as XYZ:
```
5
Properties=species:S:1:pos:R:3:forces:R:3
Rb -0.69294 1.88444 1.99891 0.26 -0.43 -0.60
N 0.11751 -0.45155 -0.52567 4.97 -2.93 0.61
O 0.01728 -1.64355 -0.89573 -2.20 1.52 -0.19
O -0.78735 0.37085 -0.35834 -1.15 0.34 0.01
O 1.34549 -0.16019 -0.21916 -1.88 1.50 0.16
```
Positions in Å, forces in eV/Å.

Properties
net charge: 0
HOMO energy: -7.85 eV

Results of the Mulliken charge analysis, in e, for atoms 1 through 2: 0.97, 0.89

***

(7)
Below is the ion NO4P with charge -2 at a distorted geometry, with properties calculated with ωB97M-V/def2-TZVPD.

Geometry as XYZ:
```
6
Properties=species:S:1:pos:R:3:forces:R:3
N -0.65062 -0.62112 -0.72264 -0.98 -0.46 -1.65
O 0.90281 1.55879 0.12318 -0.18 -0.23 -0.64
O 1.59982 -0.84682 0.70957 0.11 -0.10 -0.79
O -1.29822 0.06370 -1.58143 0.39 -0.23 0.61
O -1.10150 -0.25927 1.25327 3.73 1.10 -2.64
P 0.54771 0.10472 0.21805 -3.07 -0.08 5.11
```
Positions in Å, forces in eV/Å.

Properties
net charge: -2
HOMO energy (spin up / spin down): 1.29 / 1.30 eV
SMILES string: O=NP(=O)([O-])[O-]

Results of the Mulliken charge analysis, in e, for atoms 1 through 2: -0.08, -0.71

***

(8)
Below is a cluster of 2 separate species, NO5P in total at a distorted geometry, with properties calculated with ωB97M-V/def2-TZVPD.

Geometry as XYZ:
```
7
Properties=species:S:1:pos:R:3:forces:R:3
N 1.41991 -0.01532 0.04784 0.37 -0.34 -0.50
O -1.46502 -0.76935 1.24556 0.41 -0.14 0.03
O -1.48038 -0.56594 -1.31187 0.49 -0.15 -0.20
O 2.20972 0.93583 -0.16122 -0.43 -0.56 0.25
O 1.89142 -1.17491 0.01425 -0.10 0.76 0.13
O -1.34502 1.53747 0.14409 0.35 -0.03 -0.05
P -1.23063 0.05222 0.02134 -1.08 0.46 0.34
```
Positions in Å, forces in eV/Å.

Properties
net charge: -2
HOMO energy: -0.26 eV

Results of the Mulliken charge analysis, in e, for atoms 1 through 2: 0.16, -0.69

***

For the records above, the corresponding energy above the lowest of the compared OMol25 structures with the same formula, charge and spin values read 12.8 576.8 0.0 475.8 42.3 56.0 228.9 56.8 kJ/mol.